No. 1
# C12H24Cl2NaO20

A structure of composition C12H24Cl2NaO20 at a distorted geometry (the ωB97M-V functional and the def2-TZVPD basis, OMol25).

Structure (XYZ):
```
59
C12H24Cl2NaO20 (the ωB97M-V functional and the def2-TZVPD basis)
Na 0.306 0.113 -0.230
Cl -1.546 2.232 2.806
O -0.782 1.366 1.928
O -2.271 1.402 3.750
O -0.634 3.103 3.510
O -2.466 3.008 2.020
Cl 1.219 -0.635 -4.267
O 0.961 -0.662 -2.834
O 0.082 -1.211 -4.946
O 1.411 0.733 -4.679
O 2.399 -1.409 -4.556
C -4.024 0.311 0.904
O -4.287 -0.260 -0.393
C -3.230 -0.521 -1.144
O -2.077 -0.293 -0.881
O -3.640 -1.084 -2.276
C -2.596 -1.311 -3.239
H -4.147 1.386 0.859
H -3.039 0.049 1.282
H -4.739 -0.144 1.589
H -2.269 -0.381 -3.699
H -3.029 -1.952 -4.003
H -1.739 -1.824 -2.808
C 0.672 -1.165 3.307
O 1.877 -0.469 3.658
C 2.641 -0.107 2.638
O 2.407 -0.273 1.466
O 3.753 0.442 3.125
C 4.665 0.911 2.154
H 0.905 -2.049 2.719
H -0.015 -0.496 2.792
H 0.230 -1.456 4.257
H 4.866 0.131 1.416
H 5.608 1.122 2.652
H 4.311 1.802 1.641
C 1.963 -3.674 -1.268
O 0.736 -4.228 -0.743
C -0.010 -3.377 -0.069
O 0.266 -2.219 0.125
O -1.114 -3.984 0.349
C -1.951 -3.255 1.241
H 2.408 -4.474 -1.847
H 2.649 -3.458 -0.442
H 1.765 -2.739 -1.783
H -1.360 -2.694 1.967
H -2.527 -3.995 1.788
H -2.589 -2.562 0.700
C 1.638 3.820 1.173
O 1.114 4.293 -0.052
C 0.766 3.380 -0.946
O 1.078 2.211 -0.916
O 0.070 3.943 -1.912
C -0.408 3.024 -2.901
H 2.444 3.107 0.993
H 0.875 3.369 1.809
H 2.028 4.680 1.713
H -0.965 3.600 -3.635
H -1.063 2.294 -2.426
H 0.403 2.531 -3.437
```

Orbital gap = 9.00 eV
Total charge = -1

=====

No. 2
# C4H4S3

The molecule C4H4S3 at a distorted geometry (the ωB97M-V functional and the def2-TZVPD basis, OMol25).

Structure (XYZ):
```
11
C4H4S3 (the ωB97M-V functional and the def2-TZVPD basis)
C 0.626 -1.524 0.914
C 0.421 -0.390 0.240
C 1.512 0.533 -0.105
S 3.050 0.111 -0.299
C -1.016 -0.046 -0.046
S -2.122 -1.168 -0.446
S -1.637 1.606 0.191
H 1.589 -1.820 1.286
H -0.261 -2.178 1.071
H 1.255 1.600 -0.236
H -0.508 2.187 0.728
```

Orbital gap = 7.77 eV
ΔE to the lowest compared entry with this formula, charge and spin = 27.9 kcal/mol

=====

No. 3
# C3H6IP

The molecule C3H6IP at a distorted geometry (the ωB97M-V functional and the def2-TZVPD basis, OMol25).

Structure (XYZ):
```
11
C3H6IP (the ωB97M-V functional and the def2-TZVPD basis)
C -0.134 -0.239 -0.943
C -0.319 -0.555 0.437
C 0.664 -0.037 1.465
P 0.851 -1.925 1.007
I -0.643 -2.947 2.632
H -0.514 -0.961 -1.622
H 0.815 -0.187 -1.359
H -0.652 0.753 -1.365
H -1.390 -0.599 0.900
H 1.269 0.841 1.106
H 0.075 0.180 2.326
```

Orbital gap = 9.14 eV
ΔE to the lowest compared entry with this formula, charge and spin = 19.9 kcal/mol

=====

No. 4
# C8H8N2O3P

The ion C8H8N2O3P with charge -1 at a distorted geometry (the ωB97M-V functional and the def2-TZVPD basis, OMol25).

Structure (XYZ):
```
22
C8H8N2O3P (the ωB97M-V functional and the def2-TZVPD basis)
N 1.773 1.471 -2.246
C 0.952 1.006 -0.882
C 0.555 1.815 0.133
C -0.219 1.032 0.981
C -0.879 1.231 2.200
C -1.623 0.253 2.845
C -1.667 -1.057 2.269
C -1.040 -1.279 1.050
C -0.317 -0.248 0.438
N 0.393 -0.285 -0.752
P 0.931 -1.593 -1.825
O 0.443 -2.898 -1.225
O 2.350 -1.365 -2.114
O 0.070 -1.185 -3.241
H 2.293 2.375 -1.940
H 2.580 0.793 -2.422
H 0.884 2.807 0.189
H -1.029 2.206 2.625
H -2.209 0.405 3.807
H -2.353 -1.795 2.666
H -0.966 -2.273 0.554
H -0.921 -1.419 -3.106
```

Orbital gap = 8.12 eV
ΔE to the lowest compared entry with this formula, charge and spin = 1.5 kcal/mol
Total charge = -1

=====

No. 5
# C22H47BCl2N4O8

A cluster of 3 separate species, C22H47BCl2N4O8 in total at a distorted geometry (the ωB97M-V functional and the def2-TZVPD basis, OMol25).

Structure (XYZ):
```
84
C22H47BCl2N4O8 (the ωB97M-V functional and the def2-TZVPD basis)
C -2.028 -1.206 3.082
C -0.545 -0.536 2.892
O 0.438 -1.026 3.698
N -0.170 0.598 1.969
C -1.186 1.752 2.054
C 0.039 0.155 0.533
O -0.563 -1.141 0.188
C -1.940 -1.011 -0.309
C -2.078 -0.560 -1.880
N -1.192 -1.317 -2.846
B -2.600 -2.552 -0.225
O -2.236 -3.655 -1.153
O -3.606 -2.905 0.831
C 1.636 0.256 0.045
C 2.390 1.396 0.938
C 3.938 1.724 0.524
O 4.135 3.188 0.790
C 5.016 0.972 1.559
N 6.171 0.357 0.800
C 1.559 0.861 -1.513
C 2.690 0.238 -2.518
C 2.225 -1.080 -3.372
O 2.973 1.308 -3.532
N 2.325 -1.074 -0.065
C 2.596 -1.753 1.247
Cl 4.373 -2.392 1.136
C 1.681 -3.083 1.561
C 1.818 -4.290 0.457
Cl 2.377 -3.793 3.170
H -2.885 -0.687 2.466
H -2.252 -1.247 4.251
H -1.928 -2.349 2.754
H -1.357 2.110 3.167
H -2.236 1.459 1.572
H -0.817 2.693 1.431
H -0.535 0.966 -0.130
H -2.627 -0.307 0.325
H -1.948 0.615 -1.937
H -3.210 -0.774 -2.189
H -0.319 -1.640 -2.372
H -0.949 -0.604 -3.593
H -1.282 -3.561 -1.451
H -3.804 -3.891 0.724
H 2.400 1.175 2.111
H 1.768 2.406 0.798
H 4.205 1.575 -0.604
H 4.876 3.506 0.189
H 5.485 1.770 2.312
H 4.405 0.229 2.226
H 6.702 -0.259 1.478
H 6.824 1.116 0.495
H 0.508 0.666 -2.019
H 1.778 2.027 -1.423
H 3.724 -0.005 -2.027
H 1.197 -0.850 -3.882
H 3.010 -1.190 -4.265
H 2.264 -2.094 -2.790
H 3.819 1.745 -3.177
H 1.821 -1.746 -0.684
H 2.572 -1.077 2.198
H 0.555 -2.862 1.795
H 0.759 -4.834 0.374
H 2.121 -3.909 -0.607
H 2.604 -5.073 0.893
C -0.575 6.219 -0.789
C 0.318 5.458 0.155
C 1.786 5.793 0.143
O -0.134 4.596 0.906
H -1.607 5.872 -0.671
H -0.536 7.286 -0.557
H -0.262 6.041 -1.821
H 1.929 6.842 0.416
H 2.204 5.597 -0.848
H 2.307 5.166 0.874
C -8.327 -1.774 -0.087
C -7.124 -1.873 -0.986
C -6.350 -3.164 -0.970
O -6.786 -0.935 -1.706
H -8.786 -0.787 -0.203
H -9.060 -2.536 -0.362
H -8.022 -1.898 0.956
H -6.995 -3.988 -1.285
H -5.958 -3.350 0.033
H -5.509 -3.092 -1.668
```

Orbital gap = 9.22 eV

=====

No. 6
# C26H33AlCl10CsF5LiNO13S3V

A structure of composition C26H33AlCl10CsF5LiNO13S3V at a distorted geometry (the ωB97M-V functional and the def2-TZVPD basis, OMol25).

Structure (XYZ):
```
95
C26H33AlCl10CsF5LiNO13S3V (the ωB97M-V functional and the def2-TZVPD basis)
C 0.032 -0.510 3.713
C 0.436 0.835 3.148
C 1.630 1.058 2.612
C 2.709 0.043 2.472
C 3.449 -0.402 3.522
C 4.399 -1.351 3.306
C 4.668 -1.847 2.071
C 3.932 -1.387 0.978
C 2.958 -0.442 1.206
C 1.845 2.473 2.118
O 2.853 3.078 2.304
C 0.616 3.076 1.429
S 0.794 4.063 -0.074
O 0.138 5.407 -0.014
O 0.348 3.303 -1.167
F 2.307 4.347 -0.234
C -0.571 2.859 1.943
C -1.785 3.421 1.258
C -2.167 2.378 0.164
C -3.630 1.893 0.245
C -4.180 1.450 1.652
C -3.716 0.056 2.177
N -4.080 0.023 3.617
C -0.573 1.986 3.193
O -1.295 2.195 4.119
H 0.211 -1.271 2.948
H -1.054 -0.474 3.876
H 0.498 -0.740 4.666
H 3.270 -0.029 4.521
H 4.998 -1.744 4.114
H 5.463 -2.647 1.920
H 4.070 -1.743 -0.025
H 2.375 -0.092 0.362
H -1.533 4.372 0.795
H -2.631 3.631 1.910
H -1.490 1.522 0.254
H -2.020 2.765 -0.842
H -4.276 2.660 -0.178
H -3.683 0.996 -0.437
H -5.267 1.384 1.537
H -4.004 2.170 2.453
H -4.384 -0.742 1.678
H -2.612 -0.144 2.001
H -4.413 -0.896 3.879
H -4.840 0.678 3.735
Cs -3.466 -2.068 0.736
C 0.066 4.022 -4.228
O -0.445 3.289 -5.151
H 0.510 4.997 -4.543
H -0.613 4.310 -3.381
H 0.928 3.560 -3.642
O -0.084 7.133 -0.435
V -0.024 8.898 -0.305
O 0.033 10.550 -0.166
O 1.669 -4.261 4.679
S 1.439 -4.965 3.361
O 2.708 -5.302 2.742
O 0.643 -4.062 2.477
O 0.638 -6.198 3.637
Li -0.175 -4.463 4.907
C 6.403 -4.691 -0.980
Cl 8.137 -5.043 -0.834
Cl 5.818 -3.717 0.369
Cl 6.047 -3.837 -2.466
H 5.870 -5.633 -0.983
F 2.149 0.560 -3.962
Al 3.549 -0.326 -3.577
F 3.277 -1.200 -2.137
F 4.863 0.749 -3.347
F 3.912 -1.401 -4.842
C -9.260 0.714 -3.764
C -9.700 -0.397 -2.802
C -8.558 -0.619 -1.803
S -7.692 0.952 -1.675
O -6.360 0.787 -2.202
O -7.928 1.521 -0.372
C -8.681 1.819 -2.885
H -10.089 1.078 -4.368
H -8.491 0.333 -4.440
H -10.599 -0.081 -2.268
H -9.942 -1.317 -3.332
H -8.927 -0.904 -0.821
H -7.850 -1.363 -2.164
H -8.058 2.523 -3.432
H -9.468 2.350 -2.351
C 8.030 -0.473 -2.635
Cl 9.348 0.601 -2.129
Cl 8.512 -1.419 -4.048
Cl 7.542 -1.531 -1.317
H 7.177 0.141 -2.910
C 9.524 -8.690 -2.217
Cl 8.294 -8.263 -3.408
Cl 10.842 -7.515 -2.285
Cl 8.810 -8.680 -0.605
Cl 10.157 -10.306 -2.574
```

Orbital gap = 2.27 eV
Total charge = -1